a | The ion C4H6N2 with charge +2, computed with wB97M-V/def2-TZVPD.

Computed properties:
Lowest unoccupied orbital energy (spin up / spin down) = -13.07 / -11.46 eV
Gap between HOMO and LUMO (spin up / spin down) = 6.27 / 10.41 eV

```
! RIJCOSX wB97M-V def2-TZVPD def2/J DEFGRID3
* xyz 2 1
C -0.4431 0.6058 0.6129
C 0.5217 1.6035 2.6207
C 0.5840 -1.4009 -2.3465
C -0.8659 -0.4408 -0.4908
N 0.0479 1.0515 1.5649
N -0.2337 -1.4241 -1.4516
H 1.4593 2.0774 2.4062
H 0.1811 1.6118 3.6791
H 1.0566 -0.4078 -2.5944
H 0.8290 -2.2916 -2.8317
H -1.6784 -1.1841 0.0127
H -1.4585 0.1992 -1.1815
*
```


b | A cluster of 2 separate species, C4H6N2 in total, computed with wB97M-V/def2-TZVPD.

Computed properties:
Lowest unoccupied orbital energy (spin up / spin down) = -12.27 / -12.28 eV
Gap between HOMO and LUMO (spin up / spin down) = 7.78 / 7.78 eV

```
! RIJCOSX wB97M-V def2-TZVPD def2/J DEFGRID3
* xyz 2 1
C -0.1954 0.3921 0.1516
C 3.1301 0.0106 -0.1702
C -2.0528 -1.3404 0.0877
C -1.3554 1.2379 0.1179
N 2.1636 -0.4130 0.3012
N -1.4014 -0.2374 -0.0414
H 4.2163 -0.2318 -0.0276
H 3.3668 0.8088 -0.8263
H -3.0101 -1.4751 -0.4050
H -1.6468 -2.2891 0.4397
H -1.9165 1.5476 0.9082
H -1.2985 1.9896 -0.5357
*
```


Q: What are the energies relative to the best structure? A: a 0.0; b 72.9, in kcal/mol.


a | A cluster of 2 separate species, C2H4ClN2O2 in total, computed with wB97M-V/def2-TZVPD.

Computed properties:
Lowest unoccupied orbital energy (spin up / spin down) = 1.73 / 2.59 eV
Gap between HOMO and LUMO (spin up / spin down) = 3.32 / 5.52 eV

```
! RIJCOSX wB97M-V def2-TZVPD def2/J DEFGRID3
* xyz -1 1
C -0.8105 -0.3015 -0.4196
C 2.9961 -0.0934 0.4542
N -1.9178 -0.8426 -0.0112
N -2.9706 -0.0233 -0.1163
O -2.8921 1.0637 -0.7397
O -3.9742 -0.3437 0.4271
Cl 4.0983 0.1379 -0.8888
H -0.8836 0.8149 -0.5654
H 0.0779 -0.6630 -0.1798
H 3.5733 -0.6994 1.1752
H 2.7032 0.9505 0.8643
*
```


b | A cluster of 2 separate species, C2H4ClN2O2 in total, computed with wB97M-V/def2-TZVPD.

Computed properties:
Lowest unoccupied orbital energy (spin up / spin down) = 3.74 / 3.74 eV
Gap between HOMO and LUMO (spin up / spin down) = 6.62 / 6.62 eV

```
! RIJCOSX wB97M-V def2-TZVPD def2/J DEFGRID3
* xyz -1 1
C -0.1649 0.6023 0.8019
C 1.6419 0.0233 -0.8100
N -1.2871 0.6819 0.1054
N -2.0668 -0.3948 0.1449
O -1.7852 -1.3535 0.9073
O -2.8347 -0.3957 -0.7887
Cl 3.1711 -0.4557 -0.1181
H 0.0535 -0.2899 1.4229
H 0.3294 1.4656 1.0750
H 1.9751 0.8590 -1.3277
H 0.9676 -0.7424 -1.4129
*
```


Q: What are the energies relative to the best structure? A: a 23.7; b 0.0, in kcal/mol.


a | A cluster of 2 separate species, C3H2N2S2 in total, computed with wB97M-V/def2-TZVPD.

Computed properties:
Lowest unoccupied orbital energy (spin up / spin down) = -3.84 / -3.89 eV
Gap between HOMO and LUMO (spin up / spin down) = 4.66 / 4.63 eV

```
! RIJCOSX wB97M-V def2-TZVPD def2/J DEFGRID3
* xyz 0 1
C 1.0015 0.5207 -1.2709
C 2.4951 -1.2246 -0.5398
C 1.8639 -0.0073 -0.3100
N 0.3174 1.0034 -2.0597
N 3.0242 -2.2228 -0.7570
S 2.2529 0.9113 1.0969
S -0.9031 -1.3930 0.3887
H 1.4941 1.9693 0.7844
H -1.8395 -1.4829 -0.5493
*
```


b | An isolated molecule of C3H2N2S2, computed with wB97M-V/def2-TZVPD.

Computed properties:
Lowest unoccupied orbital energy (spin up / spin down) = -1.62 / -1.64 eV
Gap between HOMO and LUMO (spin up / spin down) = 6.21 / 6.25 eV

```
! RIJCOSX wB97M-V def2-TZVPD def2/J DEFGRID3
* xyz 0 1
C -0.5631 -0.5952 0.0004
C 1.2906 0.9152 0.0427
C -1.7038 0.0485 -0.1525
N 2.1679 0.0467 0.0711
N 1.9452 -1.2451 0.2578
S 1.0188 2.4606 0.1149
S 0.4714 -1.8759 0.0656
H -2.3731 0.4354 0.6532
H -2.2539 -0.1902 -1.0531
*
```


Q: What are the energies relative to the best structure? A: a 0.0; b 29.4, in kcal/mol.


a | An isolated molecule of C2H5N5, computed with wB97M-V/def2-TZVPD.

Computed properties:
SMILES = N/N=c1\[nH]cn[nH]1
Lowest unoccupied orbital energy = 0.68 eV
Gap between HOMO and LUMO = 8.63 eV

```
! RIJCOSX wB97M-V def2-TZVPD def2/J DEFGRID3
* xyz 0 1
C -0.0818 0.2826 -0.4156
C -0.2258 -1.4580 0.8561
H 2.2346 2.4667 -0.6219
H 1.0529 2.6516 0.8479
H 1.6605 -0.1618 0.5247
H -0.3615 -2.1959 1.7607
H -2.2093 -0.0477 -0.7825
N 1.5136 1.8631 0.0380
N 0.4878 1.2763 -1.0083
N 0.7255 -0.5770 0.4355
N -1.4767 -1.4828 0.4077
N -1.3262 -0.4596 -0.4975
*
```


b | An isolated molecule of C2H5N5, computed with wB97M-V/def2-TZVPD.

Computed properties:
SMILES = NCc1nnn[nH]1
Lowest unoccupied orbital energy = 0.63 eV
Gap between HOMO and LUMO = 10.70 eV

```
! RIJCOSX wB97M-V def2-TZVPD def2/J DEFGRID3
* xyz 0 1
C 1.5619 -0.4282 0.1485
C 0.1270 -0.8031 0.1558
N 3.6511 -0.4155 -0.1343
N 2.5649 -1.2012 0.0457
N 2.1659 0.9839 -0.0467
N 3.3947 0.8193 -0.1647
N -0.6657 0.3899 -0.2102
H -0.1122 -1.4934 -0.6739
H -0.0476 -1.2142 1.0997
H -1.3455 0.5392 0.4193
H 1.8672 1.8948 -0.0315
H -1.1105 0.1908 -1.0571
*
```


Q: What are the energies relative to the best structure? A: a 51.8; b 0.0, in kcal/mol.


a | A structure of composition CHI2NO2, computed with wB97M-V/def2-TZVPD.

Computed properties:
Lowest unoccupied orbital energy = -1.28 eV
Gap between HOMO and LUMO = 8.41 eV

```
! RIJCOSX wB97M-V def2-TZVPD def2/J DEFGRID3
* xyz 0 1
C -0.3701 -0.1271 -0.8889
N -1.4126 0.7475 -0.7775
O -1.0780 1.9057 -0.5912
O -2.5468 0.2907 -0.6841
I 0.8908 0.2932 -2.5464
I -1.1871 -2.1620 -0.9366
H 0.4978 -0.1068 0.0071
*
```


b | An isolated molecule of CHI2NO2, computed with wB97M-V/def2-TZVPD.

Computed properties:
SMILES = O=[N+]([O-])C(I)I
Lowest unoccupied orbital energy = -1.23 eV
Gap between HOMO and LUMO = 8.67 eV

```
! RIJCOSX wB97M-V def2-TZVPD def2/J DEFGRID3
* xyz 0 1
C -0.7851 -0.0888 0.3706
N -0.2935 -0.1380 1.7849
O -0.6525 -0.9837 2.5467
O 0.5215 0.6792 1.9868
I -1.5731 1.8843 -0.2297
I -2.1648 -1.8217 0.0468
H 0.1262 -0.3674 -0.1336
*
```


c | A structure of composition CHI2NO2, computed with wB97M-V/def2-TZVPD.

Computed properties:
Lowest unoccupied orbital energy = -1.01 eV
Gap between HOMO and LUMO = 8.86 eV

```
! RIJCOSX wB97M-V def2-TZVPD def2/J DEFGRID3
* xyz 0 1
C 0.7334 -0.2672 0.2977
N 0.2571 0.0490 1.7365
O 0.9602 -0.3596 2.6475
O -0.8287 0.5886 1.8065
I 2.1455 -1.7323 -0.0010
I 1.6015 1.7282 -0.1563
H -0.2044 -0.4000 -0.1805
*
```


Q: What are the energies relative to the best structure? A: a 16.5; b 3.5; c 0.0, in kcal/mol.


a | An isolated molecule of C9H9N3S, computed with wB97M-V/def2-TZVPD.

Computed properties:
SMILES = CC1=C=c2c(C)nnc(C)c2=NS1
Lowest unoccupied orbital energy (spin up / spin down) = -1.69 / -1.78 eV
Gap between HOMO and LUMO (spin up / spin down) = 6.99 / 6.01 eV

```
! RIJCOSX wB97M-V def2-TZVPD def2/J DEFGRID3
* xyz 0 1
C 1.2862 1.1170 0.1601
C -0.2423 0.5271 0.2297
C 2.3321 0.3786 -0.0590
C -0.4043 -0.9454 0.2193
C -1.4264 1.2763 0.1880
C -1.7302 -1.4144 -0.1117
C 3.8244 0.6101 -0.1677
C -1.4106 2.8397 0.2839
C -1.9403 -2.8819 -0.3847
N 0.5268 -1.7608 0.5338
N -2.5809 0.6706 0.1619
N -2.7153 -0.5768 -0.1305
S 2.1080 -1.5175 0.3880
H 4.5095 -0.0603 0.2596
H 4.1847 1.6378 0.0775
H 4.0466 0.6874 -1.1959
H -0.3620 3.0841 0.0329
H -1.8487 2.9073 1.3158
H -2.0653 3.1815 -0.3617
H -3.0259 -3.2774 -0.4131
H -1.4361 -3.4227 0.2869
H -1.6299 -3.0603 -1.3131
*
```


b | A structure of composition C9H9N3S, computed with wB97M-V/def2-TZVPD.

Computed properties:
Lowest unoccupied orbital energy (spin up / spin down) = -0.50 / -0.54 eV
Gap between HOMO and LUMO (spin up / spin down) = 6.45 / 6.62 eV

```
! RIJCOSX wB97M-V def2-TZVPD def2/J DEFGRID3
* xyz 0 1
C -3.1131 2.4501 -1.5878
C -2.1447 2.8154 -0.6544
C -3.2503 1.1535 -1.9773
C -1.2158 1.8643 -0.2363
C -2.3709 0.1624 -1.4499
C -1.3615 0.4691 -0.5194
C 1.4576 -1.4066 0.5625
C 0.4610 -0.4430 0.5350
C 3.5756 -2.1531 1.6324
N 2.1931 0.1851 2.4497
N -0.5465 -0.5163 -0.1370
N 2.3223 -1.4292 1.4733
S 0.7639 0.6100 1.9898
H -3.7897 3.2477 -1.7957
H -2.0483 3.8150 -0.5259
H -3.6824 0.8846 -2.9017
H -0.5410 2.3142 0.5077
H -2.4599 -0.8411 -1.6208
H 1.3307 -2.1423 -0.2520
H 4.2092 -1.8915 0.9087
H 3.2056 -3.1660 1.6965
H 4.0013 -1.8171 2.6386
*
```


Q: What are the energies relative to the best structure? A: a 16.5; b 0.0, in kcal/mol.


a | A structure of composition C3H4N2S2, computed with wB97M-V/def2-TZVPD.

Computed properties:
Lowest unoccupied orbital energy (spin up / spin down) = 0.73 / -1.81 eV
Gap between HOMO and LUMO (spin up / spin down) = 7.19 / 6.77 eV

```
! RIJCOSX wB97M-V def2-TZVPD def2/J DEFGRID3
* xyz 0 3
C -1.6389 0.1721 0.2055
C 1.9189 0.7904 -0.8043
C 1.2039 0.0528 0.0208
N -0.8217 -1.9801 0.3771
N -1.8249 -1.0036 0.7597
S -2.0512 1.6476 0.0389
S 0.0003 -1.0537 -0.7149
H 2.4837 1.5709 -0.4478
H 1.7539 0.7104 -1.9141
H 1.4719 0.2473 0.9998
H -2.4958 -1.1540 1.4794
*
```


b | A structure of composition C3H4N2S2, computed with wB97M-V/def2-TZVPD.

Computed properties:
Lowest unoccupied orbital energy (spin up / spin down) = -0.01 / -3.54 eV
Gap between HOMO and LUMO (spin up / spin down) = 6.85 / 5.49 eV

```
! RIJCOSX wB97M-V def2-TZVPD def2/J DEFGRID3
* xyz 0 3
C 0.8211 -1.1799 -0.3299
C 1.8193 -0.1271 -0.3615
C -0.3259 -0.4502 -0.3377
N 1.3101 1.0857 -0.4655
N -0.0386 0.9078 -0.4128
S -3.1863 0.8660 -0.0978
S -2.5558 -1.0283 -0.3120
H 0.9027 -2.3055 -0.3596
H 2.9218 -0.2508 -0.3524
H -0.7462 1.5929 -0.5768
H -3.2472 1.2234 1.1349
*
```


Q: What are the energies relative to the best structure? A: a 20.6; b 0.0, in kcal/mol.